Entry 1:
One molecule with the formula C10H9N3 at a distorted geometry, computed with wB97M-V/def2-TZVPD.

Output
SMILES: C[C@@H](C#N)N(C#N)c1ccccc1
HOMO in eV: -9.0
Kohn-Sham gap in eV: 9.554
ΔE to the lowest compared entry with this formula, charge and spin in kcal per mole: 40.40

```
22
Properties=species:S:1:pos:R:3:forces:R:3:lowdin_charge:R:1
C 2.16904 -1.32906 0.80284 -0.563 0.243 -1.492 -0.220
C 1.32149 1.53072 1.12954 0.241 0.142 -0.399 -0.356
C -3.40702 -0.03797 0.08159 -0.266 -0.352 0.350 -0.106
C -2.97184 1.24566 0.12359 3.302 -0.147 0.555 -0.047
C -2.53092 -1.08881 0.19701 0.829 -0.531 0.362 -0.074
C -1.57443 1.49515 0.34525 -2.521 -4.701 -0.655 0.026
C -1.17931 -0.93178 0.44920 -2.021 2.955 -0.814 -0.013
C -0.71175 0.39798 0.45460 0.610 -0.025 0.470 -0.184
C 2.71038 0.12477 -1.06986 2.480 1.210 0.856 -0.059
C 1.63389 -0.54255 -0.28322 -2.882 1.722 1.192 -0.241
N 2.65705 -1.81093 1.70236 0.853 -1.128 1.666 0.194
N 1.99255 2.36983 1.51645 0.941 1.473 0.899 0.172
N 0.71781 0.53871 0.56865 -0.697 -2.934 -2.409 0.003
H -4.43232 -0.29644 0.10651 -1.033 0.055 -0.593 0.098
H -3.55969 2.07532 -0.09948 -1.204 1.172 0.028 0.088
H -2.93787 -2.06249 0.09143 -0.223 -0.882 0.188 0.099
H -1.31611 2.44875 0.26011 1.785 3.808 -0.041 0.065
H -0.54763 -1.72577 0.61345 1.276 -1.691 0.285 0.082
H 2.45187 1.13956 -1.41676 -0.212 -0.469 0.244 0.093
H 2.90659 -0.46902 -1.96120 0.371 -0.075 0.140 0.082
H 3.68299 0.25728 -0.39110 -2.046 -0.389 -1.717 0.143
H 0.86754 -1.07016 -0.92606 0.980 0.542 0.883 0.157
```
Forces are in eV/Å.

Entry 2:
One molecule with the formula C10H9NO at a distorted geometry, computed with wB97M-V/def2-TZVPD.

Output
SMILES: Cn1ccc2ccc(C=O)cc21
HOMO in eV: -8.4
Kohn-Sham gap in eV: 8.434
ΔE to the lowest compared entry with this formula, charge and spin in kcal per mole: 104.83

```
21
Properties=species:S:1:pos:R:3:forces:R:3:lowdin_charge:R:1
C -2.78730 0.51290 0.71494 5.535 -1.628 2.123 0.048
C -0.78179 2.35548 0.76243 0.896 -4.412 -2.882 -0.051
C 0.54530 2.45965 0.50175 2.812 -1.960 1.878 -0.019
C 0.97049 1.01791 0.01202 0.670 3.355 0.570 -0.149
C 2.22509 0.49753 -0.34895 0.098 1.574 -0.382 -0.009
C 2.06675 -0.72583 -1.04319 2.612 -0.470 2.037 -0.043
C 0.97223 -1.55053 -0.91089 -2.423 1.783 1.410 -0.224
C 0.91228 -2.96315 -0.85691 -0.001 -2.856 -1.168 -0.228
C -0.18811 -1.00471 -0.42399 -2.311 -6.346 0.050 -0.009
C -0.17688 0.21808 -0.08942 -2.009 7.941 1.786 -0.272
H -2.72167 -0.37167 1.45583 0.534 1.449 -0.857 0.105
H -3.43405 1.18902 1.17764 -0.474 1.751 0.114 0.046
H -3.08805 0.06729 -0.12551 -1.972 -1.235 -3.270 0.013
H -1.53192 2.98249 1.07855 -1.226 1.544 0.853 0.072
H 1.40641 3.16235 1.01366 -2.745 -1.519 -1.796 0.150
H 3.24825 1.14866 -0.09283 -2.851 -2.205 -1.167 0.174
H 2.93610 -1.31746 -1.14608 1.387 -0.265 -0.892 0.093
H 1.69039 -3.34970 -1.51924 0.474 -1.168 0.121 0.122
H -1.04335 -1.67472 -0.06049 1.193 0.884 -1.195 0.163
N -1.29497 1.03298 0.21010 -1.685 2.341 3.360 -0.019
O 0.07480 -3.68656 -0.30943 1.484 1.440 -0.692 0.037
```
Forces are in eV/Å.

- Number 2 is which compound?
  C10H9NO

- ΔE to the lowest compared entry with this formula, charge and spin of number 1 (C10H9N3)?
  40.40 kcal per mole

- Which of these has the highest Kohn-Sham gap?
  C10H9N3

- Which value of ΔE to the lowest compared entry with this formula, charge and spin does entry 1 give?
  40.40 kcal per mole